The following is a quantum chemistry calculation of a molecular structure, C4H8Cl2Si, from the Open Molecules 2025 dataset.

Its lowest unoccupied orbital energy (spin up / spin down) is -0.406 / -0.063 eV. Its total energy is -37195.861 eV. The total charge is 0. The calculation puts the strongest force on any atom at 0.8 eV Å⁻¹. As for the HOMO energy (spin up / spin down): -7.2 / -7.8 eV. For the energy above the lowest of the compared OMol25 structures with the same formula, charge and spin, the calculation gives 681.4 kJ/mol. Its HOMO-LUMO gap (spin up / spin down) is 6.83 / 7.69 eV.

```
15
Properties=species:S:1:pos:R:3:forces:R:3:mulliken_charge:R:1
H -1.356616 2.384739 1.171166 0.0 0.1 0.1 0.416
H -2.266861 0.145389 0.710148 -0.1 -0.1 0.0 0.295
Cl 2.483678 0.463008 -1.270708 0.0 -0.1 0.0 -0.201
H 2.590650 -2.116707 1.671359 0.1 -0.1 0.1 -0.132
H -0.656722 2.458536 -0.517687 0.1 0.1 -0.1 0.334
C 1.599881 -0.044015 0.140196 0.0 -0.2 -0.2 0.164
C -1.051227 1.853504 0.283891 -0.6 0.2 -0.3 -0.960
C -1.670515 0.632488 -0.051243 -0.1 0.1 0.2 0.251
H 1.753953 -2.638504 -0.506280 0.0 -0.3 -0.2 -0.124
H -0.845868 0.457938 -1.990878 0.1 0.1 -0.1 0.245
H -1.885813 -0.949881 -1.450483 -0.1 -0.2 0.0 0.284
H 0.233685 -2.026883 1.306815 -0.2 -0.2 0.1 -0.122
Si 1.539937 -1.824814 0.684440 0.0 0.8 -0.1 0.445
C -1.453841 0.008144 -1.222348 0.4 -0.2 0.0 -0.842
Cl 0.985684 1.197061 1.041606 0.5 -0.1 0.4 -0.052
```
Forces are in eV/Å.